1.
C42H33Br2Cl2N7O5Re as an isolated structure. Source: the Open Molecules 2025 dataset; level of theory: the ωB97M-V functional and the def2-TZVPD basis.

## Properties
Spin multiplicity: 2
Net charge: +2
E_HOMO (alpha / beta): -11.11 / -11.16 eV
ΔE to the lowest compared entry with this formula, charge and spin: 2.0 kcal/mol

Element x y z (Å)
Re  0.127  -0.567  -0.333
C  1.126  -4.841  -0.563
C  1.544  -3.412  -0.494
O  0.766  -2.515  -0.885
N  2.756  -3.122  -0.032
C  3.307  -1.770  -0.031
C  2.895  -0.982  1.179
C  3.754  -0.894  2.263
C  3.372  -0.195  3.393
C  2.119  0.393  3.406
C  1.301  0.251  2.304
N  1.672  -0.412  1.190
H  0.499  -4.982  -1.440
H  0.519  -5.043  0.322
H  1.971  -5.524  -0.598
H  3.319  -3.876  0.330
H  2.981  -1.268  -0.939
H  4.393  -1.852  -0.061
H  4.725  -1.364  2.203
H  4.037  -0.111  4.242
H  1.765  0.952  4.259
H  0.310  0.680  2.287
O  -4.229  -2.683  -4.341
C  -3.348  -2.217  -3.456
C  -2.859  -2.949  -2.375
C  -1.944  -2.356  -1.541
N  -1.478  -1.097  -1.699
C  -2.005  -0.394  -2.717
Br  -1.538  1.415  -2.924
C  -2.913  -0.904  -3.617
H  -4.458  -3.605  -4.165
H  -3.176  -3.965  -2.185
H  -1.524  -2.908  -0.713
H  -3.293  -0.298  -4.425
Br  7.046  -0.213  0.819
C  6.276  1.365  0.112
C  5.277  2.007  0.832
C  4.662  3.124  0.300
C  5.069  3.610  -0.941
C  6.137  3.018  -1.605
C  6.728  1.872  -1.097
N  4.519  4.792  -1.544
N  3.311  5.039  -1.507
C  2.358  4.044  -1.138
C  1.381  4.402  -0.243
C  0.423  3.476  0.216
C  0.444  2.188  -0.244
O  -0.429  1.223  0.148
C  1.408  1.829  -1.228
N  1.339  0.538  -1.669
C  2.066  0.182  -2.709
C  2.935  1.074  -3.356
C  3.078  2.344  -2.867
C  2.323  2.750  -1.743
H  4.989  1.640  1.807
H  3.893  3.630  0.866
H  6.482  3.451  -2.535
H  7.537  1.389  -1.627
H  1.383  5.413  0.139
H  -0.330  3.777  0.931
H  1.951  -0.839  -3.054
H  3.481  0.746  -4.227
H  3.738  3.043  -3.360
Cl  -2.278  2.232  2.963
C  -3.211  2.351  1.511
C  -3.413  3.589  0.938
C  -4.197  3.690  -0.202
C  -4.738  2.556  -0.782
C  -4.528  1.314  -0.205
Cl  -5.045  -0.084  -1.082
C  -3.798  1.196  0.983
N  -3.540  -0.015  1.637
C  -4.366  -1.028  1.925
C  -5.775  -0.894  1.789
C  -6.580  -1.984  1.965
C  -6.013  -3.222  2.296
C  -4.646  -3.336  2.553
C  -3.802  -2.255  2.434
C  -2.373  -2.347  2.896
C  -1.354  -2.356  1.747
O  -0.820  -3.390  1.380
O  -1.159  -1.182  1.256
H  -2.974  4.466  1.393
H  -4.378  4.658  -0.647
H  -5.302  2.617  -1.701
H  -2.548  -0.154  1.861
H  -6.193  0.079  1.576
H  -7.651  -1.890  1.858
H  -6.649  -4.088  2.411
H  -4.246  -4.278  2.903
H  -2.248  -3.254  3.483
H  -2.144  -1.494  3.542



2.
C42H33BrN6O3PRuSe as an isolated structure. Source: the Open Molecules 2025 dataset; level of theory: the ωB97M-V functional and the def2-TZVPD basis.

## Properties
Spin multiplicity: 2
Net charge: +2
E_HOMO (alpha / beta): -13.08 / -13.08 eV

Element x y z (Å)
Ru  -0.226  0.143  0.156
C  2.686  0.843  2.853
C  1.558  1.815  2.501
C  1.829  3.202  3.075
C  0.172  1.304  2.949
C  0.095  0.859  4.421
O  -0.226  -0.522  4.343
C  -0.414  -0.864  3.076
N  -0.236  0.104  2.208
C  -0.814  -2.250  2.879
C  -0.760  -3.092  4.005
C  -1.184  -4.403  3.941
C  -1.664  -4.921  2.745
C  -1.718  -4.115  1.622
C  -1.299  -2.786  1.670
P  -1.490  -1.834  0.148
C  -1.126  -3.022  -1.164
C  -1.994  -3.329  -2.209
C  -1.604  -4.255  -3.163
C  -0.360  -4.863  -3.089
C  0.509  -4.547  -2.053
C  0.135  -3.623  -1.098
C  -3.263  -1.464  0.028
C  -4.208  -2.089  0.840
C  -5.554  -1.855  0.616
C  -5.954  -0.993  -0.394
C  -5.012  -0.363  -1.195
C  -3.666  -0.586  -0.981
H  3.584  1.127  2.308
H  2.427  -0.180  2.576
H  2.936  0.870  3.911
H  1.503  1.908  1.405
H  1.883  3.175  4.160
H  1.054  3.907  2.782
H  2.774  3.574  2.689
H  -0.542  2.110  2.740
H  -0.693  1.359  4.992
H  1.036  0.964  4.966
H  -0.384  -2.703  4.938
H  -1.151  -5.023  4.822
H  -2.016  -5.940  2.688
H  -2.106  -4.505  0.690
H  -2.968  -2.867  -2.268
H  -2.278  -4.506  -3.967
H  -0.069  -5.586  -3.836
H  1.478  -5.021  -1.996
H  0.810  -3.346  -0.298
H  -3.904  -2.758  1.634
H  -6.287  -2.359  1.228
H  -7.003  -0.804  -0.555
H  -5.330  0.292  -1.991
H  -2.924  -0.089  -1.599
Se  -2.038  4.662  -5.811
N  -1.182  3.109  -5.599
C  -1.145  2.810  -4.324
C  -0.542  1.624  -3.794
C  0.121  0.706  -4.588
C  0.651  -0.439  -3.994
C  0.458  -0.643  -2.640
N  -0.183  0.215  -1.851
C  -0.654  1.386  -2.390
C  -1.285  2.308  -1.538
N  -1.366  1.996  -0.209
C  -2.112  2.742  0.588
C  -2.742  3.906  0.168
C  -2.588  4.316  -1.152
C  -1.890  3.508  -2.043
C  -1.802  3.762  -3.446
N  -2.331  4.796  -4.064
H  0.206  0.898  -5.645
H  1.201  -1.158  -4.576
H  0.833  -1.542  -2.166
H  -2.234  2.392  1.608
H  -3.336  4.475  0.864
H  -3.025  5.237  -1.501
Br  7.200  -2.323  1.321
C  6.134  -1.148  0.292
C  6.739  -0.195  -0.534
N  6.016  0.672  -1.191
C  4.708  0.715  -1.113
C  4.018  -0.222  -0.343
C  4.746  -1.174  0.357
C  2.523  -0.158  -0.195
O  1.953  0.921  -0.466
O  1.912  -1.164  0.216
H  7.813  -0.149  -0.646
H  4.198  1.497  -1.657
H  4.235  -1.920  0.948



3.
C42H33N4P2PtSTe as an isolated structure. Source: the Open Molecules 2025 dataset; level of theory: the ωB97M-V functional and the def2-TZVPD basis.

## Properties
Spin multiplicity: 3
Net charge: +1
E_HOMO (alpha / beta): -9.35 / -10.05 eV

Element x y z (Å)
Pt  0.210  1.208  0.000
Te  3.311  -0.562  3.928
C  3.610  1.287  4.892
C  2.720  1.749  5.848
C  2.963  2.982  6.440
N  4.005  3.752  6.144
C  4.866  3.288  5.241
C  4.719  2.069  4.593
C  2.335  0.213  2.234
P  2.835  -0.173  0.593
C  2.458  1.373  -0.321
C  3.000  2.618  0.127
C  3.059  3.697  -0.710
C  2.551  3.609  -2.024
C  1.995  2.439  -2.477
C  1.957  1.304  -1.645
C  4.643  -0.341  0.455
C  5.111  -1.340  -0.393
C  6.473  -1.502  -0.609
C  7.377  -0.670  0.031
C  6.920  0.329  0.885
C  5.562  0.492  1.095
P  0.532  0.354  2.076
C  -0.092  -1.283  2.527
C  -0.345  -1.628  3.854
C  -0.698  -2.928  4.182
C  -0.781  -3.895  3.190
C  -0.511  -3.563  1.870
C  -0.168  -2.262  1.539
C  -0.120  1.540  3.270
C  0.606  2.704  3.516
C  0.066  3.713  4.297
C  -1.208  3.571  4.830
C  -1.942  2.419  4.576
C  -1.404  1.407  3.795
H  1.849  1.173  6.132
H  2.278  3.367  7.187
H  5.719  3.920  5.024
H  5.462  1.742  3.878
H  3.394  2.681  1.134
H  3.507  4.620  -0.366
H  2.611  4.467  -2.682
H  1.610  2.368  -3.485
H  1.693  0.341  -2.068
H  4.407  -2.000  -0.887
H  6.827  -2.281  -1.270
H  8.439  -0.798  -0.129
H  7.626  0.978  1.385
H  5.214  1.273  1.760
H  -0.272  -0.882  4.635
H  -0.900  -3.187  5.213
H  -1.047  -4.912  3.449
H  -0.566  -4.318  1.097
H  0.059  -2.002  0.513
H  1.602  2.816  3.101
H  0.644  4.605  4.499
H  -1.628  4.354  5.446
H  -2.935  2.307  4.993
H  -1.985  0.514  3.597
N  -4.070  1.684  -0.692
C  -4.764  0.492  -0.366
C  -6.118  0.518  -0.089
C  -6.774  -0.661  0.242
C  -6.067  -1.851  0.329
C  -4.702  -1.865  0.074
C  -4.058  -0.697  -0.300
S  -2.357  -0.731  -0.756
N  -1.894  0.876  -0.408
C  -2.739  1.844  -0.471
C  -2.220  3.234  -0.286
C  -3.045  4.307  0.006
C  -2.470  5.557  0.196
C  -1.099  5.681  0.095
C  -0.348  4.549  -0.193
N  -0.894  3.354  -0.386
H  -4.629  2.513  -0.793
H  -6.665  1.452  -0.138
H  -7.836  -0.643  0.442
H  -6.573  -2.768  0.595
H  -4.141  -2.788  0.146
H  -4.113  4.193  0.123
H  -3.090  6.411  0.430
H  -0.607  6.631  0.246
H  0.729  4.596  -0.271



4.
C42H34Cl2IN4NaO9S as an isolated structure. Source: the Open Molecules 2025 dataset; level of theory: the ωB97M-V functional and the def2-TZVPD basis.

## Properties
Spin multiplicity: 1
Net charge: -2
E_HOMO: -2.52 eV
ΔE to the lowest compared entry with this formula, charge and spin: 28.4 kcal/mol

Element x y z (Å)
Na  0.390  1.139  -0.479
C  1.075  4.868  -0.900
C  0.251  4.375  -2.048
N  -0.606  5.189  -2.600
C  -1.458  4.719  -3.544
C  -1.442  3.431  -3.996
C  -2.482  2.971  -4.984
O  -3.255  1.854  -4.551
C  -0.472  2.530  -3.479
C  -0.320  1.218  -4.031
N  0.244  0.244  -3.416
C  0.546  -0.949  -4.025
C  0.996  -1.049  -5.350
C  1.369  -2.267  -5.890
C  1.307  -3.421  -5.122
C  0.870  -3.344  -3.806
C  0.498  -2.127  -3.264
I  -0.128  -2.014  -1.255
C  0.407  2.971  -2.429
O  1.284  2.246  -1.897
H  1.042  5.955  -0.853
H  2.099  4.500  -0.972
H  0.631  4.439  0.000
H  -2.183  5.437  -3.917
H  -2.010  2.737  -5.952
H  -3.200  3.776  -5.148
H  -2.689  1.273  -4.032
H  -0.715  1.060  -5.049
H  1.085  -0.143  -5.938
H  1.722  -2.318  -6.914
H  1.610  -4.375  -5.534
H  0.831  -4.235  -3.193
O  1.460  -2.782  1.859
C  2.526  -2.341  1.415
O  2.787  -1.237  0.867
C  3.763  -3.246  1.602
C  3.889  -3.964  2.785
C  5.021  -4.733  3.029
C  6.006  -4.841  2.068
C  5.865  -4.137  0.875
C  4.763  -3.319  0.647
N  6.911  -4.238  -0.120
O  6.712  -3.780  -1.228
O  7.964  -4.775  0.201
H  3.082  -3.914  3.505
H  5.121  -5.269  3.965
H  6.871  -5.472  2.211
H  4.690  -2.744  -0.265
C  1.712  2.497  2.537
S  1.935  0.832  1.766
O  0.545  0.475  1.405
C  2.236  0.123  3.408
C  1.176  0.065  4.296
C  1.376  -0.376  5.593
C  2.646  -0.770  5.998
C  3.701  -0.731  5.098
C  3.500  -0.280  3.800
H  0.911  2.461  3.271
H  1.428  3.169  1.729
H  2.650  2.812  2.996
H  0.198  0.370  3.950
H  0.551  -0.399  6.295
H  2.817  -1.100  7.016
H  4.690  -1.048  5.410
H  4.317  -0.249  3.088
Cl  -2.522  0.579  4.209
C  -2.691  -0.667  3.008
C  -1.848  -1.756  3.049
C  -1.976  -2.764  2.109
C  -3.008  -2.704  1.193
C  -3.865  -1.616  1.174
Cl  -5.188  -1.674  0.041
C  -3.691  -0.506  2.025
N  -4.448  0.656  2.010
C  -5.018  1.189  0.805
C  -6.377  1.466  0.812
C  -6.985  2.047  -0.289
C  -6.223  2.338  -1.409
C  -4.865  2.063  -1.417
C  -4.228  1.503  -0.312
C  -2.744  1.335  -0.314
C  -1.962  2.368  0.604
O  -2.517  2.777  1.636
O  -0.824  2.643  0.163
H  -1.065  -1.808  3.790
H  -1.253  -3.567  2.085
H  -3.152  -3.496  0.471
H  -3.938  1.414  2.465
H  -6.949  1.218  1.698
H  -8.044  2.277  -0.272
H  -6.683  2.798  -2.277
H  -4.277  2.305  -2.294
H  -2.340  1.480  -1.317
H  -2.439  0.351  0.051



5.
C42H35AsBrNNiP2S4Si as an isolated structure. Source: the Open Molecules 2025 dataset; level of theory: the ωB97M-V functional and the def2-TZVPD basis.

## Properties
Spin multiplicity: 3
Net charge: -2
E_HOMO (alpha / beta): -1.60 / -1.68 eV
ΔE to the lowest compared entry with this formula, charge and spin: 20.3 kcal/mol

Element x y z (Å)
Ni  -0.008  1.015  0.940
C  -1.422  -2.084  2.123
Si  -1.323  -0.837  0.695
C  -0.977  -1.679  -0.998
C  -1.867  -1.547  -2.064
C  -1.550  -2.006  -3.337
C  -0.317  -2.592  -3.579
C  0.589  -2.733  -2.536
C  0.265  -2.291  -1.258
P  1.313  -2.567  0.209
C  2.628  -1.302  0.266
C  3.374  -0.878  -0.848
C  3.933  0.467  -0.540
C  4.052  1.509  1.430
C  3.586  0.896  2.741
C  2.597  -0.164  2.271
C  2.233  -4.086  -0.276
C  1.506  -5.279  -0.262
C  2.101  -6.485  -0.593
C  3.452  -6.524  -0.920
C  4.188  -5.349  -0.919
C  3.585  -4.135  -0.607
C  -3.126  -0.238  0.630
C  -4.235  -1.078  0.741
C  -5.516  -0.563  0.858
C  -5.700  0.815  0.876
C  -4.610  1.663  0.747
C  -3.320  1.143  0.611
P  -1.762  2.169  0.157
C  -2.022  1.977  -1.664
C  -0.958  1.612  -2.483
C  -1.145  1.401  -3.840
C  -2.400  1.572  -4.409
C  -3.470  1.938  -3.602
C  -3.281  2.125  -2.240
C  -2.505  3.779  0.671
C  -2.687  4.027  2.029
C  -3.159  5.256  2.462
C  -3.488  6.243  1.541
C  -3.315  5.997  0.185
C  -2.813  4.778  -0.246
H  -1.738  -3.072  1.776
H  -2.157  -1.713  2.843
H  -0.463  -2.190  2.626
H  -2.822  -1.058  -1.900
H  -2.263  -1.887  -4.146
H  -0.061  -2.941  -4.573
H  1.553  -3.199  -2.711
H  2.849  -0.932  -1.803
H  4.200  1.024  -1.441
H  4.370  2.544  1.549
H  4.416  0.425  3.276
H  1.845  -0.401  3.022
H  0.456  -5.253  0.013
H  1.515  -7.397  -0.587
H  3.926  -7.466  -1.171
H  5.243  -5.369  -1.170
H  4.146  -3.206  -0.637
H  -4.091  -2.155  0.754
H  -6.369  -1.227  0.951
H  -6.696  1.230  0.990
H  -4.773  2.733  0.754
H  0.025  1.498  -2.043
H  -0.306  1.091  -4.451
H  -2.547  1.410  -5.470
H  -4.457  2.070  -4.030
H  -4.131  2.383  -1.620
H  -2.425  3.261  2.753
H  -3.256  5.443  3.524
H  -3.859  7.204  1.879
H  -3.555  6.764  -0.543
H  -2.640  4.607  -1.302
S  0.528  4.236  4.891
As  0.920  2.832  3.385
S  -0.439  1.165  3.299
S  0.246  3.115  0.109
S  2.981  2.077  3.994
Br  7.451  -0.861  1.206
C  5.541  -0.601  1.181
C  4.770  -1.547  1.695
C  3.273  -1.441  1.685
N  1.969  0.335  1.018
C  2.924  1.254  0.415
C  5.045  0.655  0.562
H  5.216  -2.441  2.113
H  2.891  -2.333  2.192
H  2.442  2.118  -0.026
H  5.884  1.250  0.208



Results for calculated total energy: -232005.9948, -206421.2344, -89996.1309, -116892.7681, -287333.9609 (in eV, following the order of the records).
Results for strongest force on any atom: 0.0527, 0.0558, 0.0094, 0.0405, 0.0170 (in hartree/bohr, following the order of the records).